Entry 1
{
  "formula": "C3H7NO3",
  "method": "wB97M-V/def2-TZVPD",
  "elements": ["N", "C", "C", "O", "H", "H", "H", "H", "H", "O", "C", "O", "H", "H"],
  "xyz": [[-0.6300, -0.1492, -1.0141], [-1.7065, 0.2163, -0.0840], [-1.0881, 1.0667, 0.9957], [-0.8299, 2.2220, 0.7948], [-0.9780, -0.7538, -1.7376], [-0.2860, 0.6762, -1.4841], [-2.1262, -0.7038, 0.3282], [-2.5347, 0.7342, -0.5776], [-0.8108, 0.5692, 1.9381], [2.8743, -0.4493, -0.9321], [2.6066, -0.7867, 0.1847], [1.3889, -1.0315, 0.6562], [3.3736, -0.9065, 0.9600], [0.7470, -0.7038, -0.0283]],
  "total_charge": 0,
  "homo_ev": -10.18,
  "smiles": "NCC=O.O=CO"
}

Entry 2
{
  "formula": "C3H7NO3",
  "method": "wB97M-V/def2-TZVPD",
  "elements": ["C", "C", "C", "O", "O", "N", "O", "H", "H", "H", "H", "H", "H", "H"],
  "xyz": [[0.7704, 0.1454, -0.6248], [-0.3429, -0.4509, -0.0772], [-0.9620, -0.0352, 1.2096], [1.3645, 1.1711, -0.0066], [1.2708, -1.7066, 0.3555], [-1.2322, 1.2251, -1.4627], [-1.5503, 0.8112, -2.4994], [2.1716, 1.4221, -0.4697], [1.5722, -1.4215, 1.2305], [1.1514, -0.1688, -1.5871], [-0.8158, -1.2146, -0.6753], [-1.3292, -0.9095, 1.7456], [-0.2548, 0.5027, 1.8396], [-1.8137, 0.6294, 1.0218]],
  "total_charge": 0,
  "homo_ev": [-6.81, -6.78]
}

Which of them is most stable, and which least? Most stable: entry 1; least stable: entry 2.